Below is a 14-piece molecular cluster, C24H76N10O14 overall in a non-equilibrium geometry, with properties calculated with ωB97M-V with the def2-TZVPD basis set.

Geometry as XYZ:
```
124
Properties=species:S:1:pos:R:3:forces:R:3:mulliken_charge:R:1
C -6.06461 -2.92948 3.79337 -0.405 -1.418 1.071 -0.919
C -7.06422 -3.56907 4.80991 0.666 0.816 0.260 -0.229
O -6.34375 -3.82711 6.03925 -0.087 0.182 -0.492 -0.523
H -6.54519 -2.49316 2.91771 0.009 -0.026 0.165 0.322
H -5.41878 -3.75854 3.50415 0.164 0.168 -0.394 0.245
H -5.42651 -2.22461 4.32637 -0.266 0.224 -0.112 0.256
H -7.49844 -4.51503 4.48631 0.024 0.078 -0.449 0.260
H -7.87087 -2.87276 5.03924 -0.156 0.074 -0.150 0.295
H -7.00578 -3.90167 6.73046 0.068 -0.089 0.111 0.294
C 7.28032 -2.75393 0.33106 0.400 -0.656 0.305 -0.891
C 7.73423 -4.20493 0.70601 -0.264 1.023 0.087 -0.268
O 7.41733 -5.14270 -0.29538 -0.460 -0.454 -0.157 -0.525
H 6.26044 -2.75326 -0.05359 0.055 -0.271 -0.145 0.262
H 7.94273 -2.29888 -0.40532 -0.029 -0.074 -0.112 0.272
H 7.25467 -2.08574 1.19186 0.241 -0.123 0.196 0.316
H 7.22446 -4.51067 1.61965 -0.307 -0.132 -0.167 0.260
H 8.78918 -4.29705 0.96426 0.241 0.466 -0.127 0.274
H 8.02065 -5.09144 -1.04035 0.123 0.229 0.117 0.300
C 0.68375 -6.78121 1.40244 0.495 0.096 -0.069 -0.972
C 0.11794 -8.06960 1.95901 -0.764 0.523 -0.448 -0.146
O 0.38733 -9.14763 1.10503 0.808 -0.858 -0.378 -0.526
H 0.36424 -5.96654 2.05230 0.046 0.225 -0.186 0.296
H 0.46416 -6.58091 0.35375 -0.630 -0.062 0.104 0.287
H 1.77310 -6.81864 1.39972 0.121 -0.051 0.334 0.277
H -0.96728 -8.02117 2.04860 -0.104 0.413 0.357 0.280
H 0.54693 -8.19331 2.95337 0.003 -0.461 0.082 0.193
H -0.41444 -9.58411 0.80793 0.026 0.180 0.202 0.311
C -3.27098 2.57431 -7.19794 1.193 0.698 0.121 -0.928
C -4.08835 3.00273 -8.40722 0.660 0.647 0.196 -0.305
O -5.05237 2.05154 -8.65212 -1.324 -1.155 -0.661 -0.512
H -2.83282 1.60094 -7.41850 -0.037 -0.022 -0.021 0.264
H -3.69594 2.51325 -6.19606 -0.924 0.000 -0.299 0.332
H -2.44378 3.26222 -7.02294 0.270 0.098 -0.263 0.304
H -3.45135 3.07557 -9.28872 0.290 -0.530 -0.004 0.245
H -4.54659 3.99106 -8.44323 0.006 0.373 0.948 0.290
H -5.65345 2.05196 -7.90360 -0.133 -0.108 -0.013 0.310
C -2.22272 -6.79533 -4.49748 1.397 -0.083 -0.029 -1.022
C -1.21608 -6.01352 -5.39694 -1.295 0.680 0.733 -0.175
O -0.46538 -6.89819 -6.15707 0.426 -1.287 -0.276 -0.525
H -1.79464 -7.44383 -3.73309 0.762 0.060 -0.102 0.280
H -2.73385 -7.50850 -5.14420 -0.656 0.488 0.026 0.287
H -2.81257 -6.10827 -3.89073 -0.527 0.037 -0.627 0.330
H -0.59532 -5.28514 -4.87520 0.262 -0.274 0.589 0.290
H -1.84895 -5.36534 -6.00311 -0.160 -0.044 -0.511 0.241
H 0.01386 -6.51467 -6.89521 -0.209 0.429 0.200 0.293
C -7.73424 5.09329 -2.14720 -1.049 -0.427 -0.214 -0.948
C -8.63405 6.25981 -2.45365 -0.244 1.209 0.170 -0.233
O -9.73366 5.82015 -3.25632 0.624 -0.329 -0.346 -0.526
H -6.83439 5.36556 -1.59563 -0.236 -0.060 0.099 0.344
H -7.46615 4.63363 -3.09847 0.258 0.100 -0.046 0.250
H -8.36586 4.35435 -1.65412 0.437 -0.195 0.439 0.257
H -8.00216 7.05010 -2.85896 -0.136 0.074 -1.036 0.277
H -9.08196 6.79926 -1.61910 0.198 -0.528 0.814 0.287
H -10.27295 6.55719 -3.55220 0.155 0.157 0.122 0.292
C -0.03108 0.21723 7.85554 0.129 -0.597 0.016 -1.017
C -1.45621 -0.26310 7.75514 -0.337 0.850 0.259 -0.188
O -1.48116 -1.60344 7.30736 -0.118 0.006 -0.475 -0.515
H 0.06163 1.29152 8.01489 -0.172 -0.150 0.660 0.340
H 0.54573 0.06433 6.94339 -0.297 -0.357 -0.233 0.278
H 0.39525 -0.43321 8.61927 0.610 0.586 0.210 0.250
H -2.03458 0.45427 7.17291 -0.171 -0.304 -0.790 0.288
H -1.98499 -0.26065 8.70829 0.399 0.314 0.528 0.268
H -2.39641 -1.87126 7.41771 -0.026 -0.402 -0.183 0.296
C 6.27446 4.83812 2.83735 -0.560 0.319 0.363 -0.982
C 7.25640 5.99753 2.69158 -0.174 0.507 0.342 -0.220
O 8.51883 5.61051 2.22322 0.581 -0.673 -0.819 -0.517
H 6.59078 4.20783 3.66849 0.210 -0.414 -0.286 0.310
H 6.05726 4.27757 1.92811 0.746 -0.133 -0.097 0.258
H 5.26476 5.12611 3.13001 0.036 0.662 0.206 0.322
H 7.49419 6.48419 3.63748 -0.852 0.048 0.483 0.246
H 6.92252 6.79802 2.03138 -0.222 -0.220 -0.166 0.285
H 8.80658 4.88275 2.77924 0.226 -0.099 -0.033 0.296
C -0.60907 7.36701 -1.26641 -3.357 5.274 -2.196 0.683
O -1.40592 8.29639 -1.00548 1.395 -0.693 -0.352 -0.692
N 0.05755 7.20162 -2.39067 1.621 1.402 -3.900 -0.402
N -0.45901 6.34093 -0.58198 0.446 -6.189 6.069 -0.322
H -0.04005 7.89777 -3.11589 0.206 -0.206 0.189 0.206
H 0.75987 6.48249 -2.48913 -0.211 0.452 -0.138 0.166
H -0.92383 6.28597 0.31301 0.172 -0.204 -0.178 0.211
H 0.03635 5.53876 -0.94425 -0.295 0.125 0.524 0.150
C 8.14450 2.52021 -3.96932 1.410 -0.215 0.716 0.673
O 9.16412 2.03670 -3.57698 2.294 -1.214 1.102 -0.635
N 7.42869 3.37449 -3.25458 -1.825 1.530 0.888 -0.375
N 7.67964 2.28735 -5.17563 -1.525 -0.030 -1.987 -0.392
H 6.62748 3.76225 -3.73188 0.023 0.278 0.929 0.145
H 7.58685 3.47528 -2.26214 -0.100 0.047 -0.412 0.209
H 8.27039 1.78302 -5.82120 -0.613 0.206 -0.012 0.219
H 6.76171 2.68331 -5.31961 0.333 -0.620 -1.224 0.158
C 3.43907 -1.76658 -7.42946 0.434 0.719 0.207 0.671
O 3.05916 -0.74118 -6.95641 -1.119 2.648 1.346 -0.654
N 2.88551 -2.31611 -8.47336 -2.308 -1.208 -3.010 -0.403
N 4.49148 -2.41073 -7.01044 3.400 -2.139 1.588 -0.375
H 2.15648 -1.74625 -8.87816 0.051 -0.579 -0.237 0.219
H 3.22526 -3.16643 -8.89952 -0.336 0.439 -0.076 0.170
H 5.10541 -1.99572 -6.32418 -0.311 -0.167 -0.150 0.216
H 4.79074 -3.24719 -7.49092 0.193 0.300 0.356 0.156
C -5.30244 5.88941 4.21856 1.024 1.669 -1.222 0.672
O -4.25481 5.33695 4.24243 2.637 -2.069 0.509 -0.621
N -6.34838 5.76124 4.94758 -4.191 -2.356 4.129 -0.365
N -5.55149 6.92511 3.43893 0.742 2.108 -2.853 -0.407
H -7.19413 6.16489 4.57091 -0.032 -0.581 0.920 0.158
H -6.35799 5.12167 5.72923 -0.318 0.040 -0.354 0.204
H -6.47922 7.32263 3.47616 0.906 0.605 -0.801 0.144
H -4.78071 7.13625 2.82133 -0.751 0.587 -0.347 0.216
C 2.53874 -5.62855 8.25203 0.548 -2.870 1.940 0.589
O 3.30685 -6.49680 8.53643 1.791 -2.041 1.191 -0.638
N 1.42442 -5.34238 8.86921 -3.511 0.362 3.014 -0.364
N 2.64136 -4.89211 7.22817 0.864 3.788 -5.424 -0.353
H 1.07664 -5.98016 9.57092 -0.002 0.357 -0.140 0.224
H 0.79586 -4.74186 8.35504 -0.471 -0.429 0.978 0.141
H 3.17936 -5.27666 6.46478 -0.161 0.505 -0.048 0.241
H 1.76825 -4.40163 7.09695 0.910 0.374 -1.519 0.159
C 0.59753 0.21148 0.74115 -0.630 0.504 -0.075 -1.255
C 0.30644 0.02087 -0.73518 -0.619 -0.315 0.139 0.478
C -1.19941 -0.10634 -1.06260 0.590 0.719 0.475 -1.158
O 0.87091 1.11314 -1.46393 0.136 -0.452 0.062 -0.543
H -0.01579 1.00601 1.16620 -0.055 0.132 0.027 0.290
H 1.64044 0.49757 0.87745 0.003 -0.314 0.075 0.316
H 0.33265 -0.71102 1.25782 0.275 0.030 0.177 0.365
H 0.78922 -0.93645 -0.93157 0.302 0.011 -0.794 0.234
H -1.64016 0.86107 -0.82183 -0.207 -0.001 0.280 0.308
H -1.65524 -0.88264 -0.44805 -0.123 -0.034 -0.174 0.329
H -1.42466 -0.23233 -2.12161 0.300 -0.431 -0.012 0.322
H 1.09447 0.76797 -2.33138 0.035 0.179 -0.193 0.313
```
Forces are in eV/Å.

Results
Energy in eV: -69683.547
M in u: 728.9
Energy relative to the best compared isomer or geometry (same formula, charge and spin) in kJ/mol: 621.7
Net charge: 0
HOMO level in eV: -9.7